No. 1
12
Properties=species:S:1:pos:R:3:forces:R:3 method="wB97M-V/def2-TZVPD" multiplicity=3 largest_force_ev_per_a=4.80 s_squared=2.016 charge=+1 e_tot_ev=-30075.6541
Cl -3.617834 1.214805 -0.125011 0.0 0.6 -0.4
S -2.483887 -0.294945 0.434916 -0.3 -1.1 1.8
O 0.594314 -2.018963 -0.427990 -0.1 0.2 -0.1
N 2.063805 0.411223 0.251786 -3.6 0.3 0.3
C -0.030100 -1.045427 -0.264402 1.2 0.1 0.7
C 0.670496 0.330156 0.647191 2.7 1.5 -1.3
C -1.255276 -0.486377 -0.651460 -2.7 1.8 -3.5
H 2.261787 0.881269 -0.611898 0.2 0.3 -0.3
H 2.635724 -0.383621 0.432332 0.6 -0.5 0.4
H -1.483895 0.121713 -1.606714 1.0 -1.7 1.0
H 0.011425 1.182718 0.223650 1.6 -1.3 1.2
H 0.633444 0.087449 1.697603 -0.6 -0.1 0.3

---

No. 2
93
Properties=species:S:1:pos:R:3:forces:R:3 method="wB97M-V/def2-TZVPD" largest_force_ev_per_a=0.32 charge=0 e_tot_ev=-178139.3226
Pt 0.177223 0.017695 0.206267 -0.1 0.1 0.1
Te -1.086043 0.426887 -3.082022 0.1 0.0 0.0
Ge 1.465052 3.766926 1.460065 -0.1 0.1 0.0
S 1.696675 1.622967 1.042085 0.1 -0.1 -0.1
F 1.288057 4.858877 6.728177 0.0 0.0 0.0
F 6.400521 3.429774 3.221810 0.0 0.0 0.0
F -2.532275 0.084383 -1.686588 0.2 -0.2 0.0
F -2.566825 3.080016 4.692796 0.0 0.0 0.0
F 0.441683 1.166842 -4.029517 0.1 0.0 -0.1
F 0.738606 3.589039 -1.577239 0.1 -0.1 -0.1
F 0.117281 6.447952 2.094620 0.0 0.1 0.0
F -1.404718 8.067616 0.575044 0.0 0.0 0.0
F -0.755080 -1.627806 -0.273799 0.0 0.1 -0.1
F -1.863780 7.448360 -2.021301 0.0 0.0 0.0
F 5.621038 6.731781 -0.031109 0.0 0.0 0.0
F -0.786311 5.221466 -3.107429 0.0 0.0 0.0
F 3.041287 6.044342 -0.136137 0.0 0.0 0.0
F -1.308789 3.139281 2.318644 0.1 0.2 0.1
F 2.539233 4.893503 4.373635 0.0 0.0 0.0
F -1.629117 2.317424 -2.781557 0.0 0.3 0.1
F 7.314123 5.435572 1.641681 0.0 0.0 0.0
F -0.218308 -1.365200 -3.252647 0.0 0.0 0.3
F -1.257892 3.947658 6.922662 0.0 0.0 0.0
F 3.808427 2.726853 3.131311 0.0 0.0 0.0
O 1.991949 -0.905713 -0.297838 0.1 0.1 0.0
O 0.111251 0.760752 -1.594656 -0.1 -0.1 -0.1
N 0.094448 -0.745902 2.114336 -0.1 -0.1 -0.1
N -1.488717 0.873821 0.821591 0.0 -0.1 -0.1
C -3.888060 1.854492 1.770547 0.0 0.0 -0.1
C -0.631180 3.525279 3.408771 0.0 0.0 0.1
C -0.691952 -2.326014 6.029620 0.0 0.0 0.0
C 1.295816 4.405412 4.411505 0.0 0.0 0.0
C -0.898707 6.948986 0.056448 0.0 0.0 0.0
C 3.330310 4.363690 1.504530 0.0 -0.1 0.0
C -0.895925 -1.130907 6.973439 0.0 0.0 0.0
C -3.178092 0.881875 2.473861 0.0 0.0 0.0
C 3.835579 5.376946 0.707721 0.0 0.0 0.0
C -0.588160 5.487217 -1.827921 0.0 0.0 0.0
C 0.176676 4.651708 -1.028011 0.0 0.0 0.0
C 2.261557 -1.279937 -1.696759 -0.2 0.0 0.0
C -0.395454 -1.797933 4.632846 0.0 0.0 0.0
C 6.034701 5.090420 1.596611 0.0 0.0 0.0
C 5.566040 4.065658 2.402295 0.0 0.0 0.0
C -1.972049 0.424253 1.994116 0.0 0.0 0.0
C 0.448971 -3.187794 6.568113 0.0 0.0 0.0
C -0.641042 3.952057 5.746516 0.0 0.0 0.0
C 0.992179 -1.532239 2.693607 0.0 0.0 0.0
C -0.128803 6.096274 0.820292 -0.1 0.0 0.0
C -5.091158 3.942754 2.387883 0.0 0.0 0.0
C 0.660693 4.411836 5.643399 0.0 0.0 0.0
C 0.782463 -2.072908 3.947969 0.0 0.0 0.0
C -1.131767 6.633554 -1.273005 0.0 0.0 0.0
C -6.298969 2.060625 1.239620 0.0 0.0 0.0
C 4.231347 3.721427 2.339046 0.0 0.0 0.0
C 0.678319 3.936894 3.265408 0.1 0.0 0.0
C -1.070185 -0.480106 2.733233 0.0 0.0 0.0
C 5.168627 5.750126 0.744032 0.0 0.0 0.0
C -1.971967 -3.173164 5.981191 0.0 0.0 0.0
C -3.327584 2.318259 0.589137 -0.1 -0.1 -0.1
C -1.301244 3.508585 4.614698 0.1 0.0 0.0
C -5.605509 1.849558 3.628221 0.0 0.0 0.0
C -2.134068 1.806962 0.121158 0.0 -0.1 0.0
C -1.331097 -0.989635 3.987213 0.0 0.0 0.0
C 0.402812 4.923227 0.309606 0.0 0.0 0.1
C -5.211790 2.417230 2.264695 0.0 0.0 0.0
H -1.854676 -4.022183 5.305784 0.0 0.0 0.0
H 0.000091 -0.508854 7.016662 0.0 0.0 0.0
H -2.194482 -3.557247 6.977946 0.0 0.0 0.0
H -4.852237 2.068401 4.389247 -0.1 0.0 0.0
H -3.813886 3.074715 -0.010007 0.0 0.0 0.0
H -6.394724 0.978999 1.131333 0.0 0.0 0.0
H 0.191800 -3.539708 7.567500 0.0 0.0 0.0
H -6.075162 2.477108 0.257115 0.0 0.0 0.0
H 1.551352 -2.699521 4.373192 0.0 0.0 0.0
H 0.622629 -4.066180 5.943739 0.0 0.0 0.0
H -7.259979 2.460762 1.567810 0.0 0.0 0.0
H -2.833226 -2.592251 5.648887 0.0 0.0 0.0
H 2.093566 -0.420741 -2.339448 0.0 0.0 0.0
H 2.642489 -0.221374 -0.056108 0.0 0.0 -0.1
H -1.109136 -1.491699 7.980828 0.0 0.0 0.0
H -1.731172 -0.502381 6.661546 0.0 0.0 0.0
H 3.290336 -1.631654 -1.724969 0.0 0.0 0.0
H -4.305017 4.216026 3.095597 0.0 0.0 0.0
H -2.265372 -0.747682 4.471760 0.0 0.0 0.0
H -6.034431 4.355938 2.748584 0.0 0.0 0.0
H -4.867462 4.413179 1.430252 0.0 0.0 0.0
H -1.675878 2.141389 -0.801552 -0.1 0.0 0.0
H 1.380438 -2.623906 6.646487 0.0 0.0 0.0
H 1.550382 -2.056228 -1.947788 0.0 0.0 0.0
H -5.764569 0.769717 3.587620 0.0 0.0 0.0
H -3.542394 0.513357 3.419788 0.0 0.0 0.0
H 1.892260 -1.728889 2.127393 0.0 0.0 0.0
H -6.542492 2.305090 3.949466 0.0 0.0 0.0

---

No. 3
101
Properties=species:S:1:pos:R:3:forces:R:3 method="wB97M-V/def2-TZVPD" largest_force_ev_per_a=1.79 charge=0 e_tot_ev=-116345.0261
Cs 1.045064 0.494492 0.580835 1.1 0.1 -0.7
Cl 4.270959 0.772861 -1.155282 0.0 0.0 -0.2
Cl 3.895949 -1.173033 0.987413 0.3 -0.2 0.1
S -1.074493 -1.474560 -1.170166 -0.2 -0.1 -0.2
P -2.046526 1.580609 -0.433295 -0.3 0.0 -0.1
P 1.422893 -3.191019 -0.978585 -0.1 -0.1 -0.2
Si 2.260276 4.266172 0.611838 -0.1 0.0 0.0
O -1.017060 -0.914710 0.210655 -1.5 -0.9 0.1
N 2.321661 2.780517 1.431686 0.3 0.4 0.3
N 1.827680 1.256320 3.099212 0.1 0.2 0.6
C -2.570839 1.267449 1.289354 0.0 0.0 0.0
C 2.178157 -1.912590 -3.306256 0.1 0.1 -0.1
C 1.894668 -2.727542 -5.548522 0.0 0.0 0.0
C 4.329923 -6.121329 -0.991944 0.0 0.0 0.0
C -2.888341 3.173439 -0.779462 0.0 0.0 0.0
C -2.954101 5.154900 -2.164889 0.0 0.0 0.0
C -2.781733 -5.101544 -0.417050 0.0 0.0 0.0
C 1.316806 -3.889819 -5.049035 0.0 0.0 0.0
C -4.243325 0.853190 -2.075783 0.0 0.0 0.0
C -2.400333 3.922163 -1.850714 0.0 0.0 0.0
C 3.476712 -5.914477 1.242777 0.0 0.0 0.0
C -1.657765 -5.913663 -0.389715 0.0 0.0 0.0
C 1.170347 -4.058262 -3.680220 -0.1 0.0 0.0
C -3.198861 0.823273 3.972445 0.0 0.0 0.0
C -1.383627 -3.229247 -0.947436 0.0 0.0 0.0
C -4.909635 0.108903 -3.038081 0.0 0.0 0.0
C 2.328303 -1.739726 -4.676794 0.0 0.0 0.0
C -2.612755 -0.864210 -1.863070 0.0 0.0 -0.1
C 1.540416 3.262836 4.990195 0.0 0.0 -0.1
C -3.992245 5.663417 -1.396379 0.0 0.0 0.0
C -2.168011 1.689222 3.635727 0.0 0.0 0.0
C 1.277389 1.929009 5.335493 0.0 0.0 0.0
C -3.927465 3.696059 -0.010789 0.0 0.0 0.0
C 2.031335 2.550848 2.714012 0.1 0.3 0.3
C -4.398662 -1.108646 -3.455669 0.0 0.0 0.0
C -0.395845 -5.376415 -0.604325 0.0 0.0 0.0
C 4.352627 -6.505336 0.339687 0.0 0.0 0.0
C -3.917213 0.182662 2.972244 0.0 0.0 0.0
C -4.474325 4.935330 -0.317345 0.0 0.0 0.0
C -2.643341 -3.750380 -0.691639 0.0 0.1 0.0
C 4.451654 0.457001 0.578966 0.2 0.0 0.1
C 1.438136 0.975275 4.350481 0.1 0.0 0.0
C -3.241860 -1.592052 -2.867096 0.0 0.0 0.1
C 1.908171 3.577589 3.711042 0.0 -0.1 0.0
C 2.542988 -4.565890 -0.535155 0.1 0.1 0.0
C -3.604061 0.402543 1.637794 0.0 0.0 0.0
C 1.159458 -0.479229 4.627207 0.0 0.0 0.0
C 1.599163 -3.066830 -2.797962 0.0 -0.2 0.1
C 3.428900 -5.157291 -1.430023 0.0 0.0 0.0
C -3.065138 0.407146 -1.472205 0.0 0.0 0.0
C 3.796208 5.318775 0.844240 0.1 0.1 0.0
C 2.588334 -4.944067 0.809972 0.0 0.0 0.0
C 2.081805 3.891280 -1.221901 0.0 0.0 -0.1
C 0.741870 5.311732 1.016449 -0.1 0.0 0.0
C -0.229788 -4.020752 -0.878114 -0.1 0.0 0.0
C -1.855222 1.910390 2.300249 0.0 0.0 0.0
H 0.473920 -6.017324 -0.544633 0.0 0.0 0.0
H 5.055303 -7.256360 0.676820 0.0 0.0 0.0
H 3.419333 -4.868408 -2.474005 0.0 0.0 0.0
H 4.679446 4.782383 0.486214 0.0 0.0 0.0
H 3.956217 5.554410 1.900046 0.0 0.0 0.0
H 0.256680 -0.792028 4.093461 0.0 0.0 0.0
H 1.986040 -1.095309 4.269494 0.0 0.0 0.0
H 0.979081 -4.662895 -5.727588 0.0 0.0 0.0
H -1.586805 2.179897 4.406695 0.0 0.0 0.0
H 1.921840 -4.467968 1.522286 0.0 0.0 0.0
H -1.569643 3.538059 -2.433351 0.0 0.0 0.0
H 1.457871 4.045486 5.736438 0.0 0.0 0.0
H 3.496007 -6.200681 2.286653 0.0 0.0 0.0
H 0.705297 5.668325 2.047423 0.0 0.0 0.0
H -5.818723 0.498290 -3.478518 0.0 0.0 0.0
H 2.932037 3.325263 -1.608113 0.0 0.0 0.0
H -1.758130 -6.971274 -0.180702 0.0 0.0 0.0
H 0.716013 -4.963068 -3.292075 0.0 0.0 0.0
H -4.416569 6.631550 -1.630136 0.0 0.0 0.0
H 2.778764 -0.832984 -5.059519 0.0 0.0 0.0
H 2.004821 -2.594184 -6.617268 0.0 0.0 0.0
H 0.701779 6.185080 0.357939 0.0 0.0 0.0
H -4.160257 -0.112259 0.863622 0.0 0.0 0.0
H -0.168356 4.729440 0.832025 0.0 0.0 0.0
H 3.728974 6.261498 0.293462 0.0 0.0 0.0
H 1.008828 -0.663093 5.690692 0.0 0.0 0.0
H 1.173866 3.301455 -1.397394 0.0 0.0 0.0
H 0.977636 1.647640 6.335882 0.0 0.0 0.0
H -2.564002 5.725989 -2.997768 0.0 0.0 0.0
H 2.517662 -1.146938 -2.620106 0.0 0.1 0.0
H -4.304445 3.135503 0.835932 0.0 0.0 0.0
H -5.276034 5.334310 0.291332 0.0 0.0 0.0
H -4.720139 -0.496392 3.231467 0.0 0.0 0.0
H 3.854354 1.201210 1.105008 -0.1 0.0 0.1
H -3.762259 -5.513893 -0.218493 0.0 0.0 0.0
H -3.510178 -3.104348 -0.697646 0.0 0.0 0.0
H -2.832862 -2.544205 -3.179926 0.0 0.0 0.0
H -3.437854 0.643434 5.013150 0.0 0.0 0.0
H -1.035411 2.585454 2.062076 0.0 0.0 0.0
H 5.015821 -6.571552 -1.698269 0.0 0.0 0.0
H -4.636774 1.823319 -1.803862 0.0 0.0 0.0
H 5.505195 0.523209 0.819317 0.0 0.0 0.0
H 1.992804 4.813953 -1.803703 0.0 0.0 0.0
H -4.893490 -1.683618 -4.227528 0.0 0.0 0.0
H 2.131042 4.600867 3.438072 0.0 0.0 0.0

---

No. 4
11
Properties=species:S:1:pos:R:3:forces:R:3 method="wB97M-V/def2-TZVPD" largest_force_ev_per_a=2.30 charge=0 e_tot_ev=-7761.6661
O -0.407800 -0.596054 1.651358 -0.3 -0.4 0.7
N 1.829512 1.837568 0.422131 -0.6 -0.6 -0.2
C 0.977244 1.046893 0.411631 0.0 0.9 0.6
C 0.947025 -0.952369 -0.101158 0.2 -1.1 -0.2
C -1.259848 0.289671 -0.431199 -0.3 -0.2 0.2
C -0.101732 -0.120695 0.489109 1.1 1.4 -1.5
H 0.947920 -1.339132 -1.123846 -0.2 0.1 0.3
H -0.902422 0.633121 -1.407684 0.1 -0.1 0.2
H 1.708023 -1.298648 0.592037 -0.1 0.1 -0.1
H -1.832819 1.084096 0.049363 0.1 -0.1 -0.1
H -1.905100 -0.584454 -0.551740 0.0 0.1 0.0